Entry 1:
Below is a molecular structure, C36H39ClCsN7O3S2Te, with properties calculated with ωB97M-V/def2-TZVPD.

Positions of all 90 atoms, in Å:
Cs 0.708 0.004 0.228
Te 3.575 1.786 -1.498
Cl -0.657 0.019 6.764
S 1.550 -2.249 3.583
S 0.200 3.999 0.264
O 1.226 5.065 0.186
O 1.467 0.829 -2.248
O -3.833 -3.066 0.553
N -2.276 1.869 -2.441
N -0.391 1.554 3.126
N -3.848 -1.110 1.685
N -1.238 4.281 0.314
N -5.527 -1.606 0.126
N 0.351 -3.022 1.326
N -2.334 0.314 -0.842
C 1.698 -4.695 2.373
C 5.699 2.187 -1.094
C -5.401 0.645 1.043
C 1.165 -3.379 2.344
C -2.652 0.343 -4.438
C -4.370 -1.986 0.793
C 4.888 -2.726 -2.978
C -0.998 0.959 5.343
C -6.303 -0.441 0.491
C 8.404 2.796 -0.603
C -2.543 -1.425 2.242
C 4.553 -0.383 -3.423
C -2.866 -0.991 -4.732
C 1.395 -5.591 1.376
C 4.167 -1.240 -1.222
C -2.097 1.800 5.315
C 7.631 3.631 -1.395
C 0.065 -3.910 0.378
C 1.373 0.862 -3.627
C -1.442 2.374 3.087
C 4.517 -2.512 -1.658
C -0.168 0.855 4.235
C 7.827 1.658 -0.052
C -2.180 1.582 -1.111
C -2.922 -1.963 -3.721
C -2.543 -0.290 -2.074
C 4.170 -0.158 -2.102
C 6.296 3.323 -1.638
C 6.491 1.366 -0.291
C -4.565 0.053 2.163
C 4.911 -1.652 -3.861
C -6.217 -2.607 -0.646
C -2.495 0.672 -3.095
C -2.317 2.525 4.154
C -2.761 -1.631 -2.390
C 0.551 -5.203 0.332
H 0.663 0.157 4.225
H -2.591 1.092 -5.217
H 5.706 3.980 -2.268
H -5.998 1.484 1.404
H -6.637 -2.152 -1.547
H 0.283 -5.868 -0.477
H -2.815 -2.380 -1.607
H 1.814 -6.592 1.406
H -2.593 -2.264 2.937
H -2.175 -0.541 2.767
H -0.601 -3.554 -0.406
H -5.511 -3.381 -0.931
H -5.204 -0.197 3.025
H 1.789 -0.045 -4.109
H 8.065 4.525 -1.831
H 3.900 -1.117 -0.181
H -2.017 2.755 -2.840
H -2.982 -1.294 -5.765
H 0.326 0.938 -3.978
H -6.828 -0.089 -0.402
H 5.155 -3.721 -3.316
H 5.197 -1.802 -4.896
H -2.749 1.882 6.175
H 8.418 0.999 0.575
H 9.446 3.028 -0.413
H -3.156 3.203 4.070
H -3.831 0.782 2.513
H 1.911 1.722 -4.077
H -4.731 1.002 0.261
H -1.584 2.939 2.171
H 6.058 0.478 0.156
H -3.085 -2.999 -3.992
H 4.493 -3.337 -0.956
H -1.956 2.386 -0.409
H 2.349 -4.963 3.194
H -1.838 -1.671 1.450
H 4.564 0.448 -4.118
H -7.076 -0.705 1.232
H -7.036 -3.071 -0.077

Gap between HOMO and LUMO   5.75 eV
E_tot   -3549.03596 hartree
E_LUMO   3.6522 eV
Energy above the lowest of the compared OMol25 structures with the same formula, charge and spin   14.8 kJ/mol
Net charge   -2

These are the Mulliken partial charges, in e, on atoms 1 to 2: 0.9934 0.2992

=====

Entry 2:
Below is a molecular structure, C36H39CsF3IN8OP, with properties calculated with ωB97M-V/def2-TZVPD.

Positions of all 90 atoms, in Å:
Cs -0.136 1.687 -0.375
I 6.783 0.430 -1.921
P -3.918 1.049 2.312
F 8.819 2.846 3.063
F 8.354 0.748 3.154
F 8.854 1.662 1.272
O 0.267 -1.278 -2.247
N -2.294 -0.660 3.840
N -2.396 3.061 1.032
N -5.206 -0.394 0.345
N -3.400 3.709 2.888
N -1.306 0.048 1.996
N 2.593 1.122 -2.116
N 2.623 -0.184 -2.364
N -3.716 0.989 -0.515
C 3.841 1.512 -1.938
C -2.110 4.360 1.254
C -1.034 -1.181 3.828
C 4.018 2.738 1.680
C 3.877 -0.656 -2.362
C -5.987 -1.116 1.306
C 6.717 2.175 2.185
C -0.295 -4.789 -4.335
C 0.245 -3.754 -0.741
C 4.697 0.422 -2.085
C 0.352 0.015 -4.908
C -2.413 0.086 2.699
C 5.821 1.136 1.925
C -4.221 0.521 0.601
C 0.113 -3.647 -2.248
C -0.441 -0.731 2.680
C -4.192 3.689 4.086
C -3.283 -0.883 4.857
C -1.057 -3.254 -0.105
C -3.165 2.675 2.022
C 4.498 1.413 1.686
C 0.033 -2.376 -2.890
C -5.285 -0.513 -1.009
C 1.447 -3.004 -0.168
C -0.700 -1.090 -4.988
C 4.949 3.767 1.924
C 8.149 1.866 2.415
C -2.724 4.784 2.399
C 1.533 3.412 1.127
C -0.327 -2.374 -4.270
C -4.353 0.350 -1.519
C 2.677 3.044 1.403
C -0.038 -4.811 -2.976
C -0.469 -3.565 -4.955
C 6.270 3.497 2.175
C -2.024 -0.583 -4.408
H -4.114 0.545 -2.545
H -0.722 -3.538 -6.010
H 0.045 -5.766 -2.466
H 1.688 -0.716 -2.411
H 4.092 2.531 -1.714
H 0.010 0.901 -5.447
H -1.474 4.914 0.594
H 0.527 0.286 -3.872
H -0.667 -1.808 4.616
H 1.293 -0.315 -5.345
H -1.208 -2.211 -0.370
H -1.867 -0.342 -3.359
H 1.302 -1.935 -0.299
H 2.360 -3.300 -0.682
H -1.898 -3.832 -0.486
H -4.325 4.710 4.446
H -2.869 -1.544 5.619
H 4.602 4.790 1.896
H -4.176 -1.348 4.431
H -0.385 -5.710 -4.896
H -2.734 5.738 2.886
H 1.558 -3.226 0.895
H 0.363 -4.818 -0.488
H -0.862 -1.335 -6.049
H -6.760 -1.686 0.791
H 0.547 -0.923 2.314
H -5.172 3.253 3.880
H -1.036 -3.343 0.984
H 3.806 0.604 1.494
H 4.118 -1.682 -2.556
H -6.462 -0.416 1.999
H -2.375 0.308 -4.934
H -5.974 -1.176 -1.493
H 6.968 4.303 2.361
H -5.354 -1.801 1.875
H 6.185 0.117 1.921
H -2.790 -1.355 -4.480
H -3.706 3.098 4.867
H -3.576 0.060 5.324

Gap between HOMO and LUMO   5.79 eV
E_tot   -2867.31682 hartree
E_LUMO   1.5877 eV
Energy above the lowest of the compared OMol25 structures with the same formula, charge and spin   0.0 kJ/mol
Net charge   -1

These are the Mulliken partial charges, in e, on atoms 1 to 2: 1.3381 0.0648

=====

Entry 3:
Below is a molecular structure, C36H39InN6O2P, with properties calculated with ωB97M-V/def2-TZVPD.

Positions of all 85 atoms, in Å:
In -0.402 0.344 -0.022
P -1.469 -1.413 2.055
O 1.045 0.509 -1.728
O -2.460 0.743 -0.255
N 0.060 -1.351 -2.658
N -0.065 2.556 -0.679
N 1.306 -1.555 0.125
N 1.460 1.303 1.469
N -1.149 1.934 1.950
N -0.965 -0.994 -1.785
C 4.408 0.043 -4.139
C 0.795 -2.763 -0.112
C -2.331 2.558 1.977
C -0.647 2.875 4.087
C -0.106 3.862 -2.668
C 1.540 -3.862 -0.491
C -0.326 2.109 2.977
C -0.668 2.941 -1.804
C -1.884 3.495 4.125
C 1.134 3.051 -0.376
C 2.630 -1.395 -0.039
C 1.038 -0.493 -2.538
C 4.600 -1.162 -4.800
C -5.712 -0.815 0.043
C -0.286 -2.262 3.163
C 1.147 4.365 -2.365
C 2.450 -1.924 -4.036
C -4.668 0.073 0.199
C -3.303 -1.270 -1.266
C 3.211 -0.036 0.218
C 1.717 2.683 0.967
C 1.779 3.954 -1.202
C -2.092 -1.559 -2.004
C 3.616 -2.143 -4.750
C -5.582 -1.939 -0.776
C 2.905 -3.697 -0.651
C 2.730 0.530 1.540
C -3.431 -0.130 -0.441
C 0.985 1.389 2.865
C 2.261 -0.722 -3.359
C 3.243 0.261 -3.419
C -2.573 -2.805 1.624
C 3.451 -2.448 -0.418
C -2.737 3.343 3.042
C -2.540 -0.532 3.237
C -4.389 -2.140 -1.432
H -0.631 4.154 -3.565
H -2.963 -1.241 3.950
H 2.791 2.884 0.964
H 1.632 5.070 -3.027
H 3.760 -3.079 -5.272
H -4.268 -2.995 -2.089
H 3.532 -4.521 -0.962
H -3.703 3.827 3.016
H 2.566 -0.289 2.243
H 0.065 2.987 4.894
H -2.849 -3.335 2.538
H -6.649 -0.628 0.552
H 1.055 -4.809 -0.677
H 2.758 4.330 -0.935
H -1.626 2.476 -2.006
H -1.988 0.232 3.784
H -4.781 0.954 0.818
H -3.351 -0.051 2.690
H -0.282 -2.844 -0.031
H 5.510 -1.336 -5.359
H 3.076 1.202 -2.910
H 2.939 0.628 -0.603
H -2.953 2.402 1.107
H 4.298 -0.118 0.230
H -0.828 -2.812 3.934
H -3.476 -2.436 1.138
H 0.385 -1.557 3.652
H 0.323 -2.965 2.595
H 0.877 0.371 3.243
H 1.734 1.884 3.496
H -2.085 -3.508 0.950
H 4.510 -2.272 -0.544
H 1.279 3.386 1.681
H 5.166 0.814 -4.191
H -2.171 4.099 4.975
H 3.496 1.174 1.986
H -2.142 -2.286 -2.816
H -6.406 -2.626 -0.906
H 1.676 -2.679 -3.990

Gap between HOMO and LUMO   7.85 eV
E_tot   -2405.63362 hartree
E_LUMO   -2.0345 eV
Energy above the lowest of the compared OMol25 structures with the same formula, charge and spin   5.3 kJ/mol
Net charge   +1

These are the Mulliken partial charges, in e, on atoms 1 to 2: 1.7782 1.1506

=====

Entry 4:
Below is a molecular structure, C36H40Cl2FeN4STe, with properties calculated with ωB97M-V/def2-TZVPD.

Positions of all 85 atoms, in Å:
Te -0.116 -2.608 0.351
Fe -0.184 0.197 -0.587
Cl 1.083 0.733 3.526
Cl -1.654 0.123 4.429
S 1.228 0.868 -4.925
N 1.565 -1.147 -3.074
N 0.026 0.576 -2.658
N 1.772 0.136 -0.235
N -0.387 1.761 -3.178
C -0.342 3.267 -5.093
C -3.883 5.513 -0.024
C -0.490 0.067 3.073
C -1.701 -5.191 0.885
C 0.961 -0.070 -3.405
C -1.564 2.979 -5.966
C -3.105 -3.428 0.023
C -3.274 4.286 -0.229
C -4.458 1.256 -0.050
C -1.964 1.341 -0.185
C -2.813 -6.027 0.937
C -4.195 -4.295 0.087
C -3.313 -2.029 -0.469
C 0.097 2.061 -4.323
C 5.392 1.723 1.174
C -2.429 3.730 0.738
C 4.128 -0.136 0.260
C -1.833 -3.866 0.424
C -3.664 6.224 1.151
C 1.815 2.866 0.603
C 2.940 0.651 0.218
C -3.293 1.187 -0.826
C -5.713 1.064 -0.605
C -5.267 -6.516 0.624
C -0.373 -5.737 1.331
C -4.701 0.717 -2.745
C 5.312 0.409 0.730
C 4.238 2.497 1.129
C -4.074 -5.599 0.542
C 3.032 1.995 0.665
C -1.723 2.443 0.550
C 4.071 -1.565 -0.202
C -2.205 4.466 1.904
C -3.445 0.894 -2.184
C -2.817 5.692 2.114
C -5.846 0.800 -1.963
H 5.033 -2.057 -0.047
H 3.811 -1.638 -1.263
H -1.349 2.183 -6.682
H 0.366 -5.671 0.529
H 2.184 -1.459 -3.813
H -0.905 0.652 2.261
H -0.578 4.047 -4.367
H -5.169 -3.930 -0.229
H -0.469 -6.779 1.647
H -4.531 5.924 -0.790
H -3.004 -1.305 0.287
H 0.482 3.634 -5.709
H -6.592 1.118 0.029
H -4.141 7.184 1.309
H -6.826 0.647 -2.401
H 6.196 -0.224 0.755
H -2.687 -1.824 -1.341
H -4.783 0.494 -3.803
H -0.357 -0.969 2.777
H -2.685 -7.045 1.297
H 6.326 2.131 1.543
H -5.540 -6.731 1.662
H -5.072 -7.474 0.136
H 1.085 2.576 1.364
H -2.560 0.806 -2.799
H -0.786 2.474 1.108
H -1.878 3.866 -6.523
H 2.075 3.914 0.769
H -4.357 -1.840 -0.730
H -6.137 -6.067 0.142
H 3.303 -2.127 0.338
H 1.974 -0.758 -0.728
H -4.364 1.452 1.012
H -2.396 2.651 -5.341
H -3.438 3.742 -1.150
H 0.032 -5.148 2.157
H 4.270 3.532 1.458
H -2.630 6.237 3.032
H -1.536 4.057 2.655
H 1.313 2.776 -0.366

Gap between HOMO and LUMO (alpha / beta)   5.66 / 5.69 eV
E_tot   -4465.18366 hartree
E_LUMO (alpha / beta)   4.2340 / 4.2306 eV
⟨S²⟩   6.015
Net charge   -2
2S+1   5

These are the Mulliken partial charges, in e, on atoms 1 to 2: -0.0664 -0.3548

=====

Entry 5:
Below is a molecular structure, C36H40Cl3N2O9P2Zr, with properties calculated with ωB97M-V/def2-TZVPD.

Positions of all 93 atoms, in Å:
Zr 0.340 -0.175 0.534
Cl -0.059 1.985 -4.195
Cl 4.209 -2.009 3.027
Cl 7.654 1.047 0.311
P 0.190 1.822 2.450
P 0.066 -0.939 3.528
O 1.570 1.776 1.905
O -0.886 -1.693 4.522
O -0.823 1.258 1.469
O -0.275 -1.304 2.108
O 1.415 0.977 -0.679
O -0.235 3.301 2.898
O -1.406 0.955 4.371
O 1.455 -1.496 3.952
O 2.156 -0.688 1.414
N 0.843 -1.751 -0.826
N -1.664 -0.959 -0.415
C -3.171 -0.709 2.051
C -3.300 4.285 -4.100
C 5.781 -0.433 1.563
C 0.143 -3.846 -1.945
C -5.658 0.397 -0.563
C 2.804 -2.993 -0.091
C 4.484 -0.815 1.811
C -1.950 2.557 -2.319
C 4.168 -3.231 -0.200
C 4.989 1.123 -0.079
C -2.573 -3.095 -1.347
C 4.919 -2.646 -1.207
C -1.494 2.778 -3.653
C -4.925 0.248 -1.724
C 0.918 1.188 5.111
C -0.043 0.843 3.991
C -1.274 1.762 -1.417
C 2.640 1.285 -0.658
C 4.298 -1.850 -2.150
C -2.905 -0.398 -3.006
C 1.980 -3.687 0.959
C -2.146 3.631 -4.513
C 2.200 -2.118 -1.008
C -3.616 -0.218 -1.696
C -5.079 0.090 0.654
C -3.765 -0.356 0.723
C 6.031 0.560 0.611
C -3.802 4.067 -2.816
C 2.259 -0.808 -3.166
C -1.467 -2.152 -0.959
C -3.012 -0.491 -0.454
C 3.655 0.705 0.136
C 3.358 -0.287 1.128
C -0.122 -2.570 -1.205
C 2.936 -1.584 -2.074
C -3.152 3.229 -1.950
H 2.152 -1.516 3.259
H -5.658 0.177 1.563
H -3.540 -2.716 -1.028
H -3.531 3.058 -0.954
H -0.364 1.266 -1.717
H -4.704 4.569 -2.501
H 2.906 -0.020 -3.542
H -2.459 0.066 2.331
H -3.019 0.497 -3.614
H -1.680 -1.210 4.774
H 0.421 3.944 2.625
H 5.979 -2.836 -1.270
H -1.626 1.724 -0.400
H -6.677 0.746 -0.602
H 1.578 -4.613 0.543
H -2.642 -1.661 2.008
H 4.641 -3.894 0.508
H -5.380 0.477 -2.676
H 2.042 -1.477 -4.001
H 1.209 -3.980 -2.099
H 5.173 1.898 -0.806
H 2.960 2.074 -1.353
H -0.240 -4.700 -1.393
H -3.360 -1.223 -3.553
H 0.820 0.478 5.932
H -3.798 4.961 -4.776
H -2.595 -3.246 -2.426
H -1.844 -0.601 -2.877
H 2.594 -3.946 1.818
H -1.647 1.892 4.432
H 0.710 2.188 5.483
H -0.348 -3.831 -2.916
H 1.320 -0.371 -2.827
H 1.136 -3.070 1.287
H 1.941 1.170 4.744
H 4.867 -1.439 -2.970
H 6.592 -0.888 2.107
H -1.748 3.788 -5.504
H -2.405 -4.067 -0.883
H -3.941 -0.757 2.817

Gap between HOMO and LUMO   3.54 eV
E_tot   -4292.97169 hartree
E_LUMO   -4.5601 eV
Energy above the lowest of the compared OMol25 structures with the same formula, charge and spin   144.8 kJ/mol
Net charge   +1

These are the Mulliken partial charges, in e, on atoms 1 to 2: -1.1863 -0.2097